This record from the OMol25 dataset describes C11H21BO2 as an isolated structure. The level of theory is the ωB97M-V functional and the def2-TZVPD basis.

Results
E_tot (hartree): -607.02346
Net charge: 0

Element x y z (Å)
O -0.7817 0.0944 1.0484
O 0.7274 0.4466 -0.6087
C 0.5113 -2.5227 1.8499
C 0.7495 -3.4503 -1.7539
C 0.5357 2.9005 -0.8972
C -0.9453 1.2661 -2.0552
C -0.5512 2.3386 1.7222
C 0.1034 -2.8299 -0.8144
C 2.4946 -1.9660 0.3186
C -1.0749 1.4277 0.6080
C -2.5457 1.6219 0.4559
C -0.2002 1.5235 -0.7536
C 1.0630 -1.7516 0.6321
B 0.3435 -0.3819 0.4112
H -1.6512 0.4576 -1.8979
H -1.5107 2.0536 -2.4227
H -0.3955 1.0323 -2.9420
H 1.0109 3.0863 0.1661
H 0.5397 2.2475 1.8153
H 0.7386 -1.9659 2.7404
H -0.8018 1.8179 2.7631
H 0.4010 -4.1805 -2.4480
H 0.7937 -3.5739 1.9333
H -3.1415 1.6934 1.3227
H -2.8087 2.5468 -0.0409
H -0.8759 3.3549 1.4673
H 3.1578 -1.8898 1.2011
H 1.8074 -3.2190 -1.8760
H 1.2403 2.6963 -1.6904
H -0.8553 -2.6342 -0.4702
H -0.4826 -2.4735 1.6619
H 2.7190 -3.0446 0.2174
H -3.0256 0.8163 0.0078
H -0.1811 3.6746 -1.3114
H 2.8920 -1.2128 -0.3604

Atoms 1-3, force components in eV/Å:
O -0.06 -0.91 0.23
O 0.59 0.65 0.12
C 2.59 0.47 -0.91

The computed Mulliken charges, all in e, follow: atom 1 (O): -0.733, atom 2 (O): -0.664, atom 3 (C): -1.638, atom 4 (C): -0.820, atom 5 (C): -1.373, atom 6 (C): -2.008, atom 7 (C): -1.981, atom 8 (C): -0.246, atom 9 (C): -1.810, atom 10 (C): 1.566, atom 11 (C): -2.059, atom 12 (C): 1.302, atom 13 (C): 1.062, atom 14 (B): 1.191, atom 15 (H): 0.382, atom 16 (H): 0.535, atom 17 (H): 0.410, atom 18 (H): 0.233, atom 19 (H): 0.472, atom 20 (H): 0.388, atom 21 (H): 0.336, atom 22 (H): 0.312, atom 23 (H): 0.361, atom 24 (H): 0.516, atom 25 (H): 0.387, atom 26 (H): 0.402, atom 27 (H): 0.373, atom 28 (H): 0.241, atom 29 (H): 0.463, atom 30 (H): 0.417, atom 31 (H): 0.442, atom 32 (H): 0.494, atom 33 (H): 0.467, atom 34 (H): 0.306, atom 35 (H): 0.274



This record from the OMol25 dataset describes an isolated ion of composition C11H21Cl2FN2O2PS2 and charge +1. The level of theory is the ωB97M-V functional and the def2-TZVPD basis.

Results
E_tot (hartree): -2849.45342
SMILES: CCSC[C@@]1(N)[NH2+][C@](CC(=O)F)([PH2]=S)[C@H]([C@H](Cl)[C@@H](C)Cl)O1
Net charge: +1

Element x y z (Å)
Cl -1.9945 4.2722 -0.0215
Cl 0.2184 2.7403 -1.4068
S 3.4993 -0.5757 -1.3510
S -2.6553 -2.4683 -2.2535
P -2.8256 -1.0902 -0.9155
F -1.0435 -0.1807 3.5659
O 0.5917 -1.1011 2.4160
O 0.7866 0.1812 -0.6355
N 0.3062 -1.0395 -2.6286
N -0.1755 -1.7623 -0.3147
C 4.5579 1.1325 0.4733
C -0.4548 0.5488 -0.0115
C -1.2516 -0.8139 0.1286
C 0.7623 -1.0801 -1.2644
C -0.5686 -0.8545 2.5438
C -2.5866 2.0615 1.2953
C -1.6209 -1.2750 1.5587
C 3.7545 -0.1563 0.4030
C 2.1430 -1.7484 -1.2362
C -1.1051 1.7075 -0.8314
C -2.2408 2.5266 -0.1050
H -1.7504 2.1975 1.9813
H 5.4670 1.0462 -0.1233
H -2.6070 -0.9430 1.8652
H -1.6503 -2.3687 1.5900
H -0.6461 -0.7031 -2.7213
H 0.4143 -1.8031 0.5365
H -1.5279 1.3201 -1.7544
H -3.1244 2.4045 -0.7329
H 2.2576 -2.3892 -0.3585
H 4.2777 -0.9885 0.8701
H -3.3948 2.6791 1.6797
H 4.8250 1.3469 1.5056
H 2.2161 -2.3738 -2.1230
H -3.7470 -1.4345 0.0781
H 2.7728 -0.0380 0.8605
H -0.4402 -2.7362 -0.4980
H 3.9730 1.9577 0.0691
H -2.9182 1.0282 1.3075
H -0.1364 0.9290 0.9573
H -3.2527 0.1743 -1.3336
H 0.8950 -0.3301 -3.0648

Atoms 1-3, force components in eV/Å:
Cl 0.15 0.24 -0.08
Cl 0.06 0.10 0.02
S 0.15 -0.02 -0.03

The computed Mulliken charges, all in e, follow: atom 1 (Cl): -0.132, atom 2 (Cl): -0.075, atom 3 (S): -0.123, atom 4 (S): -0.264, atom 5 (P): 0.294, atom 6 (F): -0.251, atom 7 (O): -0.441, atom 8 (O): -0.181, atom 9 (N): -0.467, atom 10 (N): -0.053, atom 11 (C): -1.288, atom 12 (C): -0.325, atom 13 (C): -0.181, atom 14 (C): 0.046, atom 15 (C): 0.417, atom 16 (C): -1.243, atom 17 (C): -1.054, atom 18 (C): 0.071, atom 19 (C): -0.984, atom 20 (C): -0.474, atom 21 (C): 0.203, atom 22 (H): 0.318, atom 23 (H): 0.348, atom 24 (H): 0.724, atom 25 (H): 0.465, atom 26 (H): 0.243, atom 27 (H): 0.543, atom 28 (H): 0.414, atom 29 (H): 0.311, atom 30 (H): 0.426, atom 31 (H): 0.382, atom 32 (H): 0.513, atom 33 (H): 0.383, atom 34 (H): 0.423, atom 35 (H): 0.167, atom 36 (H): -0.026, atom 37 (H): 0.467, atom 38 (H): 0.309, atom 39 (H): 0.187, atom 40 (H): 0.472, atom 41 (H): 0.052, atom 42 (H): 0.383



This record from the OMol25 dataset describes C11H21Cl3DyIO4P2 as an isolated structure. The level of theory is the ωB97M-V functional and the def2-TZVPD basis.

Results
E_tot (hartree): -3978.27893
2S+1: 6
Net charge: +2

Element x y z (Å)
Dy -0.4810 -1.1237 1.3068
I 3.4629 1.9032 0.7183
Cl -1.5048 -5.7122 -0.7930
Cl -1.2603 -3.3693 -2.5412
Cl 1.1318 -4.8478 -1.7341
P -2.3026 0.7582 2.4445
P 2.4782 0.1407 -1.6724
O -1.3573 -3.1671 0.7551
O -3.0279 -0.2096 -1.0289
O 0.6188 -2.5434 -0.0255
O 0.8562 0.4196 0.4084
C -0.3891 -3.3526 -0.0593
C 1.7416 1.2398 -0.3433
C -2.0796 0.9600 4.2509
C 1.0316 2.4320 -0.9496
C -4.1195 0.7187 2.2801
C -0.4971 -4.3459 -1.2528
C 1.1502 -0.5332 -2.6695
C 3.6028 1.0793 -2.6906
C 3.2740 -1.2542 -0.8913
C -2.2131 -0.4349 -0.2431
C -1.9410 2.4543 1.8446
H -1.0305 1.2006 4.4685
H 1.5623 -0.8220 -3.6468
H -4.5917 1.2305 3.1311
H -2.7279 1.7622 4.6279
H 3.9977 -1.6798 -1.5989
H 4.3158 1.6500 -2.0823
H 0.3461 0.1957 -2.8234
H 0.7361 -1.4268 -2.1872
H 4.1584 0.3620 -3.3118
H 0.6968 3.0827 -0.1371
H -2.3301 0.0159 4.7549
H -2.5365 2.6633 0.9466
H -4.4291 1.1950 1.3412
H 3.0516 1.7656 -3.3492
H 0.1456 2.1070 -1.5027
H 2.5158 -2.0078 -0.6421
H 3.7880 -0.9305 0.0181
H -0.8753 2.5417 1.5937
H -4.4492 -0.3286 2.2643
H -2.1922 3.1839 2.6267
H 1.6733 3.0276 -1.6058

Atoms 1-3, force components in eV/Å:
Dy 2.23 1.48 -0.18
I 0.19 0.30 0.81
Cl 0.26 0.29 -0.23

The computed Mulliken charges, all in e, follow: atom 1 (Dy): 0.696, atom 2 (I): 0.209, atom 3 (Cl): -0.064, atom 4 (Cl): -0.092, atom 5 (Cl): -0.078, atom 6 (P): 0.709, atom 7 (P): 1.108, atom 8 (O): -0.662, atom 9 (O): -0.140, atom 10 (O): -0.303, atom 11 (O): -0.230, atom 12 (C): 0.386, atom 13 (C): -0.215, atom 14 (C): -1.271, atom 15 (C): -1.378, atom 16 (C): -1.194, atom 17 (C): 0.695, atom 18 (C): -0.740, atom 19 (C): -1.141, atom 20 (C): -0.889, atom 21 (C): 0.351, atom 22 (C): -0.918, atom 23 (H): 0.407, atom 24 (H): 0.435, atom 25 (H): 0.379, atom 26 (H): 0.416, atom 27 (H): 0.443, atom 28 (H): 0.344, atom 29 (H): 0.398, atom 30 (H): -0.241, atom 31 (H): 0.446, atom 32 (H): 0.390, atom 33 (H): 0.405, atom 34 (H): 0.403, atom 35 (H): 0.410, atom 36 (H): 0.408, atom 37 (H): 0.316, atom 38 (H): 0.125, atom 39 (H): 0.364, atom 40 (H): 0.094, atom 41 (H): 0.363, atom 42 (H): 0.414, atom 43 (H): 0.443



This record from the OMol25 dataset describes C11H21CoN2 as an isolated structure. The level of theory is the ωB97M-V functional and the def2-TZVPD basis.

Results
E_tot (hartree): -1922.15537
Net charge: +4

Element x y z (Å)
Co -0.4366 0.3967 0.3842
N -2.1353 -0.4162 -0.4525
N -3.8187 -3.2492 -2.4693
C 2.1618 3.1842 -1.1072
C -2.2248 -1.6998 -1.2400
C 2.7270 -0.0238 0.8988
C 1.6524 0.0835 1.8135
C 0.0846 1.6079 3.0961
C 0.8182 1.2446 1.8673
C -3.6884 -1.9954 -1.6575
C 1.9265 2.0992 -0.1750
C 0.8052 2.1058 0.7152
C 3.7069 -1.1057 0.9842
C 2.8818 1.0218 -0.0623
H 0.7765 2.1982 3.7291
H -4.8082 -3.4214 -2.6952
H -3.3265 -3.2031 -3.3680
H 3.4604 -1.8830 1.7018
H 1.2889 3.8053 -1.3087
H -1.5926 -1.6076 -2.1237
H -3.4906 -4.0871 -1.9764
H -0.7669 2.2740 2.9373
H 1.5714 -0.6619 2.6007
H -0.1773 0.7562 3.7292
H 3.7514 1.0185 -0.7161
H 4.7049 -0.7021 1.2376
H -4.3184 -2.1140 -0.7753
H 3.9163 -1.5467 -0.0026
H -2.8079 -0.4848 0.3180
H 2.9249 3.8864 -0.6902
H -2.5110 0.3331 -1.0450
H 2.6681 2.8557 -2.0266
H -1.8492 -2.5123 -0.6176
H -4.0896 -1.1767 -2.2560
H 0.2149 3.0195 0.7521

Atoms 1-3, force components in eV/Å:
Co 0.48 0.79 0.24
N 0.12 -0.26 -0.06
N -0.04 -0.07 -0.04

The computed Mulliken charges, all in e, follow: atom 1 (Co): 0.360, atom 2 (N): -0.512, atom 3 (N): -0.301, atom 4 (C): -1.345, atom 5 (C): -0.645, atom 6 (C): 0.704, atom 7 (C): -0.347, atom 8 (C): -1.205, atom 9 (C): 0.070, atom 10 (C): -0.763, atom 11 (C): 0.868, atom 12 (C): -0.340, atom 13 (C): -1.467, atom 14 (C): -0.515, atom 15 (H): 0.392, atom 16 (H): 0.396, atom 17 (H): 0.367, atom 18 (H): 0.436, atom 19 (H): 0.449, atom 20 (H): 0.455, atom 21 (H): 0.366, atom 22 (H): 0.409, atom 23 (H): 0.580, atom 24 (H): 0.441, atom 25 (H): 0.559, atom 26 (H): 0.424, atom 27 (H): 0.444, atom 28 (H): 0.417, atom 29 (H): 0.402, atom 30 (H): 0.430, atom 31 (H): 0.393, atom 32 (H): 0.442, atom 33 (H): 0.458, atom 34 (H): 0.436, atom 35 (H): 0.741



This record from the OMol25 dataset describes C11H21F3IO4P2Tb as an isolated structure. The level of theory is the ωB97M-V functional and the def2-TZVPD basis.

Results
E_tot (hartree): -2836.68260
2S+1: 7
Net charge: +2

Element x y z (Å)
Tb -0.0274 -0.7990 -0.4330
I -0.0051 -0.9226 -3.2685
P 2.6406 -0.0586 -0.2595
P -2.6776 -0.0380 -0.2719
F 1.1360 -2.2906 3.8708
F -0.6362 -1.4438 4.8816
F -0.8328 -3.3078 3.7496
O -1.2216 -0.2419 2.4920
O 0.0735 2.4448 0.9919
O -0.0509 -1.8885 1.4382
O 0.0173 1.8307 -5.4079
C 3.5513 1.2129 0.6458
C -0.2121 -2.0887 3.7783
C -3.4728 1.2596 0.7018
C 0.0388 1.4043 0.4869
C 0.0075 0.7576 -5.8764
C 3.5218 -0.0311 -1.8689
C -0.5497 -1.2793 2.4754
C -0.0013 -0.1594 -6.9822
C -3.4259 -1.5325 0.4838
C -3.5255 0.0860 -1.8872
C 3.2835 -1.5784 0.5434
H 3.2500 1.1964 1.7005
H -3.0807 1.2076 1.7251
H 4.5957 -0.2209 -1.7063
H 4.6314 1.0219 0.5537
H 3.0737 -0.7602 -2.5601
H 0.8922 -0.8061 -6.8929
H -4.5097 -1.5063 0.3307
H -3.2163 -1.5463 1.5574
H -3.0839 -0.6348 -2.5930
H 0.0007 0.4072 -7.9407
H 3.3830 0.9694 -2.3037
H -3.2280 2.2279 0.2478
H 4.3806 -1.5614 0.5291
H 2.9429 -1.6284 1.5850
H -4.6067 -0.0814 -1.7505
H -0.9032 -0.7936 -6.8887
H 2.9266 -2.4858 0.0391
H -4.5615 1.1004 0.6970
H -3.0216 -2.4503 0.0426
H -3.3487 1.0986 -2.2789
H 3.3041 2.1868 0.2052

Atoms 1-3, force components in eV/Å:
Tb -0.16 -1.46 0.70
I 0.01 -0.13 -1.18
P 1.74 -0.31 -0.05

The computed Mulliken charges, all in e, follow: atom 1 (Tb): 0.273, atom 2 (I): -0.057, atom 3 (P): 0.910, atom 4 (P): 0.887, atom 5 (F): -0.221, atom 6 (F): -0.222, atom 7 (F): -0.238, atom 8 (O): -0.540, atom 9 (O): -0.147, atom 10 (O): -0.605, atom 11 (O): -0.126, atom 12 (C): -1.231, atom 13 (C): 0.716, atom 14 (C): -1.198, atom 15 (C): 0.267, atom 16 (C): 0.590, atom 17 (C): -1.225, atom 18 (C): 0.628, atom 19 (C): -0.758, atom 20 (C): -1.247, atom 21 (C): -1.101, atom 22 (C): -1.245, atom 23 (H): 0.391, atom 24 (H): 0.319, atom 25 (H): 0.405, atom 26 (H): 0.413, atom 27 (H): 0.316, atom 28 (H): 0.357, atom 29 (H): 0.463, atom 30 (H): 0.334, atom 31 (H): 0.330, atom 32 (H): 0.358, atom 33 (H): 0.345, atom 34 (H): 0.389, atom 35 (H): 0.423, atom 36 (H): 0.362, atom 37 (H): 0.404, atom 38 (H): 0.357, atom 39 (H): 0.406, atom 40 (H): 0.433, atom 41 (H): 0.377, atom 42 (H): 0.322, atom 43 (H): 0.386



This record from the OMol25 dataset describes C11H21I2MnNO3S2Yb as an isolated structure. The level of theory is the ωB97M-V functional and the def2-TZVPD basis.

Results
E_tot (hartree): -4412.01813
2S+1: 6
Net charge: +4

Element x y z (Å)
Yb -2.9377 -1.3463 -0.9779
I 1.1411 2.6524 -2.7284
I -1.1072 2.1760 -4.0388
Mn -0.2571 0.0924 -0.0593
S -0.5456 -1.0116 -2.0508
S -2.1339 1.1519 -0.5408
O -3.8220 -1.8404 2.4367
O -2.9113 -4.4865 0.7605
O -0.4742 0.2840 2.8898
N 1.4945 -0.9120 0.1646
C -4.2799 2.8457 -0.2196
C 0.4508 -3.6173 -2.4234
C -3.4713 -1.4813 1.4006
C -3.1111 2.1818 1.8881
C 0.4625 -2.2476 -3.0926
C -0.3519 0.3487 1.7186
C 1.8710 -1.6836 -3.2223
C -2.7531 -3.5484 0.1113
C -2.9287 2.5686 0.4325
C -1.9545 3.7340 0.2574
C -0.1958 -2.2923 -4.4735
H 2.4239 -1.7250 -2.2778
H 1.8658 -0.6385 -3.5609
H -4.9321 1.9700 -0.1275
H 2.0038 -0.9234 -0.7217
H 1.3275 -1.8862 0.4312
H -2.1641 2.1176 2.4313
H -0.9755 3.5231 0.7189
H 0.3561 -2.9765 -5.1328
H -4.1742 3.0995 -1.2825
H -2.3620 4.6369 0.7336
H 0.8594 -4.3797 -3.1040
H -1.2278 -2.6511 -4.4137
H -0.2083 -1.3015 -4.9457
H -3.7363 2.9427 2.3744
H 1.0701 -3.6264 -1.5119
H -1.7783 3.9537 -0.8064
H -3.6195 1.2184 1.9739
H -4.7643 3.6832 0.2961
H 2.4509 -2.2622 -3.9533
H -0.5736 -3.9148 -2.1544
H 2.0994 -0.4868 0.8767

Atoms 1-3, force components in eV/Å:
Yb -1.47 -0.23 -1.65
I -0.90 0.02 -0.72
I 1.07 0.51 0.21

The computed Mulliken charges, all in e, follow: atom 1 (Yb): 0.839, atom 2 (I): 0.404, atom 3 (I): 0.520, atom 4 (Mn): 0.229, atom 5 (S): 0.166, atom 6 (S): -0.101, atom 7 (O): -0.048, atom 8 (O): -0.029, atom 9 (O): -0.067, atom 10 (N): -0.531, atom 11 (C): -1.547, atom 12 (C): -1.322, atom 13 (C): 0.156, atom 14 (C): -1.394, atom 15 (C): 1.214, atom 16 (C): 0.628, atom 17 (C): -1.448, atom 18 (C): 0.164, atom 19 (C): 1.357, atom 20 (C): -1.266, atom 21 (C): -1.496, atom 22 (H): 0.341, atom 23 (H): 0.305, atom 24 (H): 0.398, atom 25 (H): 0.087, atom 26 (H): 0.309, atom 27 (H): 0.302, atom 28 (H): 0.291, atom 29 (H): 0.489, atom 30 (H): 0.382, atom 31 (H): 0.480, atom 32 (H): 0.447, atom 33 (H): 0.382, atom 34 (H): 0.332, atom 35 (H): 0.499, atom 36 (H): 0.298, atom 37 (H): 0.256, atom 38 (H): 0.262, atom 39 (H): 0.478, atom 40 (H): 0.472, atom 41 (H): 0.316, atom 42 (H): 0.447